Density functional theory data (the ωB97M-V functional and the def2-TZVPD basis) for a molecular structure, C7H7FN4.

Properties
Kohn-Sham gap (spin up / spin down) in eV: 8.169 / 7.723
LUMO (spin up / spin down) in eV: -0.89 / -1.09
F_max in eV Å⁻¹: 4.860
Relative energy (zero: lowest compared OMol25 entry of this formula, charge and spin) in kcal per mole: 138.4
Highest occupied orbital energy (spin up / spin down) in eV: -9.06 / -8.81

ORCA input file:
```
! wB97M-V def2-TZVPD RIJCOSX def2/J DEFGRID3
* xyz 0 1
F 1.21 -3.31 2.47
N 2.33 0.98 -0.32
N 0.47 0.02 -1.28
N -0.93 0.01 1.45
N 0.42 -1.95 1.32
C -1.35 -1.70 -0.19
C 0.65 1.26 -1.69
C -0.23 -2.41 0.29
C 1.52 -0.10 -0.42
C 0.09 -0.72 1.81
C -1.58 -0.48 0.34
C 1.75 1.87 -1.14
H -0.19 1.74 -2.18
H -0.09 -3.39 -0.27
H 0.59 -0.48 2.73
H -2.03 -2.05 -0.94
H -2.39 0.10 -0.08
H 3.24 0.86 0.13
H 2.40 2.73 -1.43
*
```